Entry 1:
19
Properties=species:S:1:pos:R:3:forces:R:3:nbo_charge:R:1 method="wB97M-V/def2-TZVPD" homo_ev=-7.8 e_above_lowest_ev=3.794 energy_ha=-348.0654
C -2.120 0.896 0.672 -0.0364 0.0554 -0.0171 -0.60
C -0.926 -0.007 0.991 -0.0099 -0.0569 -0.0058 -0.43
C 0.342 0.431 0.285 0.0352 -0.4875 0.1466 -0.09
O 0.983 1.530 0.923 -0.1167 0.2294 -0.0725 -0.73
C 1.284 -0.480 -0.268 -0.1584 -0.0196 0.3281 0.13
C 0.956 -1.905 -0.588 -0.0462 0.0216 -0.0445 -0.66
O 1.120 0.276 -2.014 0.1315 0.3252 -0.1285 -0.91
H -1.863 1.954 0.807 -0.0562 -0.1468 0.0128 0.19
H -2.437 0.764 -0.369 0.0582 0.0347 0.1494 0.21
H -2.976 0.684 1.321 0.1196 0.0103 -0.0940 0.21
H -0.728 0.014 2.073 -0.0297 -0.0227 -0.1292 0.21
H -1.180 -1.042 0.736 0.0671 0.1580 0.0087 0.20
H 0.340 0.657 -1.126 0.1235 -0.0592 -0.1436 0.42
H 0.450 2.315 0.748 0.1498 -0.0630 0.0599 0.47
H 2.339 -0.246 -0.133 -0.1476 -0.0025 -0.0699 0.22
H -0.076 -2.009 -0.931 0.1504 0.0236 0.0487 0.23
H 1.616 -2.290 -1.367 -0.0743 0.0549 0.1412 0.24
H 1.082 -2.515 0.316 -0.0215 0.1069 -0.0830 0.23
H 1.795 0.973 -2.077 -0.1385 -0.1618 -0.1074 0.47

Entry 2:
103
Properties=species:S:1:pos:R:3:forces:R:3:mulliken_spin:R:1 method="wB97M-V/def2-TZVPD" homo_ev="-18.9 / -19.0" e_above_lowest_ev=0.000 charge=+4 s_squared=0.775 multiplicity=2 energy_ha=-4149.5937
V 1.280 -0.269 0.332 0.0219 -0.4603 0.1908 1.20
C -0.634 -3.963 -2.342 0.0100 -0.0245 0.0151 0.00
C -0.465 -2.675 -3.076 0.0059 0.1121 -0.0779 0.00
C -1.168 -2.377 -4.218 0.0137 0.0045 0.0453 0.00
C -1.002 -1.143 -4.889 0.0023 0.0410 0.0152 0.00
N -0.132 -0.266 -4.436 -0.0293 -0.0336 -0.0091 0.00
N 0.570 -0.561 -3.335 0.0211 -0.0459 0.0245 0.01
B 1.521 0.599 -3.110 -0.0879 0.0190 0.1202 -0.02
N 2.827 0.483 -2.327 -0.0048 -0.0298 -0.0904 0.01
N 2.954 0.538 -3.658 0.0678 -0.0001 -0.0752 -0.01
C 4.119 0.489 -4.273 -0.0629 0.0061 -0.0005 0.00
C 5.240 0.445 -3.397 0.0185 -0.0232 0.0566 0.00
C 5.135 0.423 -2.026 -0.0604 -0.0206 -0.1352 -0.01
C 6.320 0.383 -1.125 -0.0022 -0.0010 -0.0016 0.00
C 3.809 0.415 -1.471 0.0110 0.0651 0.1294 0.01
S 3.468 0.373 0.230 0.0761 0.0510 0.0416 -0.06
C 4.210 0.495 -5.772 0.0226 0.0058 0.0296 0.00
C 4.825 1.850 -6.177 -0.0006 0.0161 -0.0142 0.00
C 2.824 0.318 -6.388 -0.0276 0.0084 -0.0311 0.00
C 5.135 -0.654 -6.212 0.0009 -0.0020 -0.0090 0.00
N 0.807 1.936 -3.059 0.0388 -0.0069 -0.1130 0.00
N 0.982 2.656 -4.175 0.0391 -0.0213 0.0252 0.00
C 0.254 3.739 -4.338 0.0287 -0.0183 -0.0760 0.00
C -0.704 4.096 -3.364 -0.0581 0.0266 0.0545 0.00
C -0.859 3.384 -2.202 0.0736 -0.0152 -0.0842 -0.01
C -1.845 3.781 -1.154 -0.0186 0.0258 0.0364 0.00
C -0.022 2.252 -2.063 0.0028 -0.1099 0.0930 0.02
S -0.091 1.372 -0.534 -0.1251 0.1437 -0.0186 -0.05
C 0.429 4.534 -5.619 0.0065 0.0212 0.0504 0.00
C 1.821 4.317 -6.212 0.0069 -0.0091 -0.0377 0.00
C 0.217 6.031 -5.354 -0.0028 0.0157 0.0000 0.00
C -0.642 4.024 -6.601 -0.0064 -0.0149 -0.0110 0.00
C 0.436 -1.682 -2.619 0.0504 -0.0130 0.0677 0.01
S 1.416 -1.969 -1.195 -0.0340 0.0417 -0.2710 -0.04
C -1.796 -0.720 -6.115 0.0171 -0.0531 0.0121 0.00
C -2.735 -1.832 -6.582 -0.0006 -0.0141 -0.0140 0.00
C -2.616 0.521 -5.730 -0.0099 0.0288 -0.0008 0.00
C -0.811 -0.368 -7.239 0.0094 0.0265 -0.0248 0.00
H -1.379 -4.585 -2.830 -0.0012 -0.0111 0.0109 0.00
H -0.946 -3.783 -1.312 -0.0026 -0.0146 -0.0007 0.00
H 0.308 -4.513 -2.306 -0.0073 -0.0060 0.0076 0.00
H -1.878 -3.096 -4.604 0.0026 0.0007 -0.0115 0.00
H 6.225 0.423 -3.846 0.0025 0.0066 0.0007 0.00
H 7.245 0.398 -1.695 0.0091 -0.0040 0.0140 0.00
H 6.295 -0.521 -0.512 0.0170 0.0085 0.0107 0.00
H 6.311 1.241 -0.448 0.0084 -0.0095 0.0098 0.00
H 4.199 2.686 -5.865 0.0024 -0.0144 0.0037 0.00
H 4.914 1.876 -7.263 -0.0001 -0.0027 0.0006 0.00
H 5.826 1.984 -5.764 0.0002 -0.0019 0.0021 0.00
H 2.131 1.100 -6.072 0.0067 0.0052 0.0059 0.00
H 2.397 -0.656 -6.135 0.0041 -0.0064 0.0078 0.00
H 2.910 0.363 -7.473 0.0031 -0.0016 0.0035 0.00
H 6.159 -0.527 -5.859 -0.0008 -0.0038 0.0010 0.00
H 5.173 -0.662 -7.301 -0.0008 -0.0004 0.0009 0.00
H 4.763 -1.625 -5.883 -0.0002 0.0019 0.0027 0.00
H -1.323 4.967 -3.534 -0.0032 -0.0039 0.0010 0.00
H -2.439 4.624 -1.497 -0.0119 -0.0031 0.0088 0.00
H -1.333 4.075 -0.236 -0.0129 -0.0088 0.0019 0.00
H -2.517 2.956 -0.914 -0.0063 0.0069 0.0085 0.00
H 2.606 4.620 -5.516 -0.0135 0.0070 0.0140 0.00
H 1.919 4.928 -7.108 0.0032 -0.0025 0.0033 0.00
H 1.981 3.279 -6.499 -0.0098 -0.0050 0.0008 0.00
H 0.876 6.406 -4.568 0.0039 -0.0127 0.0004 0.00
H -0.815 6.272 -5.096 -0.0010 0.0034 -0.0015 0.00
H 0.445 6.584 -6.264 -0.0033 -0.0046 -0.0005 0.00
H -0.490 2.967 -6.835 -0.0032 0.0115 0.0059 0.00
H -0.575 4.591 -7.529 -0.0003 0.0012 0.0011 0.00
H -1.651 4.155 -6.205 -0.0017 -0.0012 0.0039 0.00
H -3.477 -2.094 -5.826 -0.0054 0.0127 -0.0025 0.00
H -2.192 -2.733 -6.876 0.0056 0.0043 0.0035 0.00
H -3.280 -1.487 -7.460 -0.0029 -0.0003 0.0019 0.00
H -3.324 0.300 -4.927 0.0027 -0.0052 0.0035 0.00
H -3.190 0.855 -6.594 0.0031 -0.0074 -0.0027 0.00
H -1.966 1.341 -5.416 0.0019 -0.0065 0.0005 0.00
H -0.202 -1.229 -7.523 -0.0062 -0.0066 0.0069 0.00
H -0.151 0.450 -6.947 -0.0056 -0.0046 0.0102 0.00
H -1.372 -0.056 -8.119 0.0024 -0.0033 0.0008 0.00
N 0.973 0.906 2.227 0.0458 -0.0940 0.0415 -0.01
C 1.115 0.028 3.423 0.0269 0.0239 -0.1042 0.00
C -0.089 0.166 4.375 -0.0148 0.0024 -0.0019 0.00
C -0.256 -0.915 5.451 -0.0186 0.0299 0.0157 0.00
C 0.787 -0.984 6.564 0.0388 -0.0279 0.0457 0.00
N 0.539 0.026 7.600 0.0026 0.0251 -0.0083 0.00
C 1.269 0.133 8.720 -0.0148 -0.0053 0.0170 0.00
N 2.341 -0.632 8.897 -0.0093 0.0116 -0.0286 0.00
N 0.935 1.028 9.643 0.0125 -0.0058 -0.0135 0.00
C 1.313 -1.396 2.924 0.0494 -0.0408 0.2374 0.00
O 1.662 -2.311 3.587 -0.0656 0.0579 -0.1303 -0.01
O 1.066 -1.520 1.571 -0.0219 0.3941 -0.1416 -0.05
H 1.618 1.692 2.275 -0.0172 0.0104 -0.0077 0.00
H 0.042 1.319 2.219 -0.0023 0.0132 -0.0522 0.00
H 2.044 0.294 3.930 -0.0171 -0.0316 0.0661 0.00
H -0.999 0.143 3.767 0.0166 0.0056 -0.0189 0.00
H -0.038 1.163 4.820 -0.0004 -0.0082 0.0250 0.00
H -0.296 -1.897 4.982 0.0126 0.0113 0.0099 0.00
H -1.242 -0.778 5.902 0.0036 -0.0036 -0.0011 0.00
H 1.798 -0.845 6.172 -0.0078 -0.0113 -0.0163 0.00
H 0.737 -1.982 7.007 0.0025 0.0015 -0.0085 0.00
H -0.381 0.437 7.631 -0.0050 -0.0085 -0.0043 0.00
H 2.525 -1.423 8.304 0.0039 -0.0072 0.0101 0.00
H 2.923 -0.526 9.712 -0.0011 -0.0082 0.0029 0.00
H 0.181 1.679 9.500 -0.0017 0.0007 0.0087 0.00
H 1.405 1.062 10.534 -0.0100 0.0051 0.0056 0.00